The following is a quantum chemistry calculation of a structure of composition C31H18BaClN5O4S4 in a non-equilibrium geometry, from OMol25.

```
! wB97M-V def2-TZVPD RIJCOSX def2/J DEFGRID3
* xyz -2 1
Ba -0.22 -0.28 1.51
O -1.59 3.03 -0.14
C -0.65 2.30 -0.41
N 0.39 1.98 0.38
C 1.24 2.84 0.91
O 1.51 3.97 0.49
C 2.03 2.30 2.07
C 3.29 2.84 2.33
C 4.00 2.38 3.42
C 3.41 1.44 4.25
C 2.14 0.99 3.93
N 1.48 1.38 2.85
C -0.59 1.77 -1.82
C 0.33 2.37 -2.65
C 0.31 2.14 -4.02
C -0.71 1.35 -4.54
C -1.59 0.75 -3.67
N -1.53 0.92 -2.33
H 3.68 3.59 1.66
H 4.99 2.76 3.64
H 3.91 1.06 5.12
H 1.64 0.26 4.54
H 1.05 3.03 -2.20
H 1.04 2.60 -4.67
H -0.81 1.18 -5.60
H -2.41 0.16 -4.03
Cl -6.79 1.82 -1.74
C -5.39 1.42 -0.78
C -5.36 1.78 0.56
C -4.26 1.44 1.30
C -3.14 0.76 0.76
O -2.14 0.46 1.49
C -3.20 0.44 -0.62
C -2.09 -0.17 -1.44
N -0.92 -0.72 -0.85
C -0.04 -1.27 -1.69
C -0.30 -1.74 -2.99
C 0.70 -2.13 -3.86
C 2.03 -2.07 -3.51
C 2.37 -1.68 -2.20
C 3.70 -1.64 -1.74
C 3.96 -1.29 -0.45
C 2.89 -0.99 0.39
N 1.64 -1.01 -0.01
C 1.35 -1.33 -1.27
C -4.33 0.76 -1.36
H -6.18 2.32 1.01
H -4.21 1.70 2.35
H -2.57 -0.88 -2.13
H -1.32 -1.86 -3.32
H 0.42 -2.48 -4.85
H 2.81 -2.32 -4.22
H 4.50 -1.91 -2.43
H 4.97 -1.26 -0.06
H 3.05 -0.75 1.44
H -4.40 0.50 -2.40
O -0.85 -6.73 5.92
C -0.72 -5.74 5.23
S 0.58 -4.57 5.40
C 0.16 -3.51 4.03
C -0.98 -3.84 3.35
S -1.68 -3.07 2.01
S -1.82 -5.30 3.94
S 1.23 -2.23 3.71
*
```

## Properties
energy above the lowest of the compared OMol25 structures with the same formula, charge and spin: 4.590 eV
HOMO energy: -0.0041 hartree
gap between HOMO and LUMO: 3.4591 eV
E_LUMO: 3.347 eV
DFT total energy: -3845.446629 Eh